[1]
DFT (ωB97M-V with the def2-TZVPD basis set) results for a molecular structure, C30H45F6IrN4O4S2SbSi3.

XYZ file:
```
96
C30H45F6IrN4O4S2SbSi3 | the Open Molecules 2025 dataset | ωB97M-V with the def2-TZVPD basis set
Ir 0.6269 -0.1471 0.5065
C -3.3531 -0.4296 0.0834
Sb -1.4672 -0.4493 -0.9063
C -0.5394 -0.8707 1.9790
C -0.8796 0.2844 2.7423
C -1.7013 0.3811 3.8754
C -1.7949 1.5979 4.5242
C -1.0820 2.6949 4.0446
C -0.3149 2.5399 2.8974
N -0.2201 1.3778 2.2632
Si -0.7324 -2.7021 2.4305
C -2.4884 -3.2661 2.1198
C 0.4742 -3.6434 1.3726
C -0.3323 -2.9171 4.2454
C -1.2815 1.2420 -2.1954
C 0.0944 1.8042 -1.9990
C 0.6952 2.5499 -3.0152
C 1.8661 3.2431 -2.7884
C 2.4377 3.2082 -1.5240
C 1.8329 2.4182 -0.5770
N 0.7142 1.7084 -0.7962
Si -2.4975 2.6886 -1.6726
C -2.3586 2.9859 0.1731
C -4.2673 2.3052 -2.1253
C -1.9412 4.2627 -2.5031
Si -1.7368 0.5915 -3.9808
C -2.2755 1.9305 -5.1646
C -0.2834 -0.3117 -4.7016
C -3.1314 -0.6389 -3.7342
H -3.2594 -1.0358 0.9784
H -4.0959 -0.8597 -0.5855
H -3.6133 0.5946 0.3372
H -2.2512 -0.4820 4.2254
H -2.4221 1.7004 5.4002
H -1.1336 3.6564 4.5349
H 0.2182 3.3801 2.4659
H -2.7104 -3.3427 1.0530
H -3.2373 -2.6226 2.5864
H -2.6182 -4.2650 2.5432
H 0.1477 -3.7144 0.3338
H 0.5955 -4.6665 1.7360
H 1.4708 -3.1875 1.3756
H -0.8210 -2.1871 4.8919
H 0.7433 -2.8610 4.4104
H -0.6575 -3.9102 4.5647
H 0.2152 2.6064 -3.9809
H 2.3195 3.8194 -3.5841
H 3.3374 3.7561 -1.2861
H 2.2618 2.3290 0.4139
H -2.2608 2.0855 0.7787
H -3.2450 3.5235 0.5185
H -1.4898 3.6141 0.3821
H -4.6759 1.4150 -1.6491
H -4.4210 2.2092 -3.2000
H -4.8720 3.1521 -1.7896
H -0.9960 4.6170 -2.0890
H -2.6914 5.0310 -2.2954
H -1.8386 4.1925 -3.5838
H -1.4577 2.5914 -5.4576
H -3.1072 2.5474 -4.8298
H -2.6012 1.4185 -6.0747
H 0.6432 0.2635 -4.7044
H -0.5176 -0.5640 -5.7391
H -0.0960 -1.2419 -4.1667
H -3.9606 -0.2698 -3.1291
H -2.7760 -1.5846 -3.3106
H -3.5454 -0.8918 -4.7139
F 5.8675 -1.6635 -1.7974
C 4.8577 -0.8213 -1.8766
F 5.2286 0.3749 -1.4259
F 4.4496 -0.7115 -3.1289
S 3.4766 -1.4263 -0.8109
O 2.4802 -0.3432 -0.9184
O 4.0807 -1.5090 0.5050
N 3.0753 -2.8082 -1.3264
S 1.7394 -3.2597 -2.0817
O 0.6924 -2.2693 -1.9699
O 1.4621 -4.6116 -1.7497
C 2.2261 -3.2680 -3.8639
F 2.3696 -2.0184 -4.3010
F 3.3606 -3.9237 -4.0223
F 1.2558 -3.8575 -4.5466
N 2.7007 0.1054 2.3099
C 2.6871 -0.5415 3.4875
C 3.3271 -1.8182 3.6046
C 3.3958 -2.4128 4.8306
C 2.8040 -1.7970 5.9490
C 2.1223 -0.5665 5.8298
C 2.0547 0.0577 4.6216
H 3.3524 -0.2558 1.5948
H 2.5303 1.1024 2.3583
H 3.7753 -2.2609 2.7253
H 3.9065 -3.3586 4.9480
H 2.8652 -2.2777 6.9164
H 1.6655 -0.1230 6.7035
H 1.5473 1.0077 4.5009
```

Computed properties:
Kohn-Sham gap (spin up / spin down), eV: 7.000 / 5.445
E, a.u.: -4298.1937
Spin multiplicity: 6
Total charge: +2
E_LUMO (spin up / spin down), eV: -5.913 / -8.985
Largest force on an atom, eV Å⁻¹: 0.91

---

[2]
DFT (ωB97M-V with the def2-TZVPD basis set) results for a single C21H23NO4S molecule at a distorted geometry.

XYZ file:
```
50
C21H23NO4S | the Open Molecules 2025 dataset | ωB97M-V with the def2-TZVPD basis set
C 1.8013 3.1415 -4.1599
C 1.6908 2.2218 -3.2103
C 0.7164 1.1234 -3.3358
C -0.2443 0.8740 -2.3678
C -1.1531 -0.1560 -2.5032
C -1.0989 -0.9858 -3.6090
C -0.1441 -0.7563 -4.5862
C 0.7495 0.2904 -4.4531
H 1.4965 0.4693 -5.2123
H -0.0953 -1.3954 -5.4556
H -1.7988 -1.8013 -3.7096
H -1.8904 -0.2897 -1.7279
S -0.5031 1.9831 -0.9753
O -0.9179 3.2386 -1.5316
O -1.3811 1.3258 -0.0469
N 0.8987 2.2934 -0.1390
C 1.9080 3.0385 -0.8436
H 1.4082 3.9194 -1.2538
H 2.6619 3.3624 -0.1215
C 2.5602 2.2370 -1.9820
H 3.5186 2.6965 -2.2312
H 2.7346 1.2144 -1.6390
C 1.2618 1.3941 0.9378
C 0.6988 1.9001 2.2614
H 1.0756 2.9006 2.4582
H -0.3841 1.9358 2.1919
H 0.9841 1.2368 3.0731
C 0.7540 0.0028 0.5710
O 0.9866 -0.4886 -0.5103
O 0.0970 -0.5916 1.5414
C -0.5369 -1.8391 1.2262
C -0.7883 -2.5868 2.5028
C -2.0799 -2.8526 2.9337
C -2.2977 -3.5343 4.1173
C -1.2336 -3.9562 4.9038
C 0.0583 -3.6809 4.4715
C 0.2799 -3.0077 3.2855
H 1.2896 -2.8001 2.9623
H 0.8990 -3.9995 5.0713
C -1.4713 -4.7099 6.1765
H -0.6823 -4.5120 6.8982
H -1.4833 -5.7819 5.9765
H -2.4287 -4.4390 6.6150
H -3.3094 -3.7364 4.4384
H -2.9198 -2.5236 2.3400
H 0.1174 -2.4016 0.5480
H -1.4723 -1.6125 0.7052
H 2.3572 1.3298 0.9869
H 1.1623 3.1393 -5.0257
H 2.5146 3.9452 -4.0884
```

Computed properties:
Kohn-Sham gap, eV: 9.801
E, a.u.: -1567.9118
Relative energy (zero: lowest compared OMol25 entry of this formula, charge and spin), kJ/mol: 207.4
Structure (SMILES): C=C1CCN([C@@H](C)C(=O)OCc2ccc(C)cc2)S(=O)(=O)c2ccccc21
E_LUMO, eV: 0.737
Largest force on an atom, eV Å⁻¹: 1.19

---

[3]
DFT (ωB97M-V with the def2-TZVPD basis set) results for a molecular structure, C25H41F3O2P2Rh at a distorted geometry.

XYZ file:
```
74
C25H41F3O2P2Rh | the Open Molecules 2025 dataset | ωB97M-V with the def2-TZVPD basis set
Rh 0.9300 -0.8805 0.3781
C -0.9593 -0.9743 1.1422
C -0.6392 -2.1234 0.3390
C 0.9186 -1.9797 2.0910
C -0.0089 -0.8817 2.2040
C 0.5045 -2.7544 0.9536
C -2.0946 0.0038 0.9493
H -2.8232 -0.3841 0.2301
H -1.6963 0.9681 0.5976
H -2.6014 0.1871 1.9047
C 0.0047 0.1920 3.2368
H -0.9953 0.4220 3.6101
H 0.4029 1.0874 2.7505
H 0.6219 -0.0653 4.0950
C 2.0796 -2.2240 3.0000
H 2.3912 -3.2726 2.9968
H 1.8578 -1.9415 4.0353
H 2.9250 -1.6081 2.6684
C 1.2018 -3.9795 0.4302
H 1.6830 -4.5117 1.2520
H 1.9791 -3.6979 -0.2934
H 0.4779 -4.6279 -0.0646
C -1.4319 -2.6261 -0.8304
H -1.3508 -3.7179 -0.8863
H -1.0870 -2.2058 -1.7940
H -2.4904 -2.3423 -0.7126
C -0.6548 3.0212 -2.3622
C -1.8518 2.4519 -2.1580
C -2.1269 0.9973 -2.4173
C -1.9891 0.6352 -3.9184
C -0.7901 -0.0815 -4.4073
C 0.5918 -0.0705 -3.7854
C 1.0305 1.0994 -2.8708
C 0.3927 2.4414 -3.2618
H -3.1464 0.7208 -2.0843
H -2.2218 1.5608 -4.5408
H -1.4496 0.3721 -1.8329
H -0.0556 2.3024 -4.2825
H -0.4502 4.0094 -1.9342
H -2.6528 3.0040 -1.6368
H 1.1855 3.2024 -3.3820
H 0.7900 0.8632 -1.8241
H 0.9127 -1.0290 -3.2774
H 2.1326 1.2221 -2.8689
H -2.8473 0.0058 -4.1876
H -1.0166 -0.9820 -5.0313
P -0.5683 1.7050 -6.0433
C -0.6832 3.4213 -6.6597
C -1.4324 0.7809 -7.3397
P 1.7290 -0.1875 -5.2066
C 1.2166 1.2808 -6.1767
C 1.2180 -1.5446 -6.2608
C 3.4941 -0.0770 -5.1242
H 0.2076 4.0032 -6.4015
H -1.5700 3.9388 -6.2722
H -0.7758 3.3598 -7.7468
H -1.0884 1.2148 -8.2840
H -2.5210 0.9142 -7.2661
H -1.1978 -0.2861 -7.3129
H 3.7732 0.2860 -6.1282
H 3.9287 -1.0715 -4.9461
H 3.8281 0.6392 -4.3636
H 1.8373 2.1380 -5.8577
H 1.4382 1.0340 -7.2309
H 1.8937 -2.3849 -6.0659
H 1.3430 -1.1900 -7.2911
H 0.1801 -1.8680 -6.1224
F 2.7917 4.1631 0.6146
C 3.1603 2.9432 0.1424
F 3.4860 3.0790 -1.1819
F 4.3016 2.5798 0.7974
C 2.0523 1.8615 0.3220
O 0.9919 2.1533 0.9040
O 2.3936 0.7122 -0.1671
```

Computed properties:
Kohn-Sham gap (spin up / spin down), eV: 6.910 / 6.522
E, a.u.: -2220.0841
Spin multiplicity: 5
Relative energy (zero: lowest compared OMol25 entry of this formula, charge and spin), kJ/mol: 120.4
Total charge: +1
E_LUMO (spin up / spin down), eV: -2.439 / -4.148
Largest force on an atom, eV Å⁻¹: 10.60

---

[4]
DFT (ωB97M-V with the def2-TZVPD basis set) results for 3 unconnected molecules or ions with the total composition C5H13NO2 at a distorted geometry.

XYZ file:
```
21
C5H13NO2 | the Open Molecules 2025 dataset | ωB97M-V with the def2-TZVPD basis set
C 1.7955 0.5028 0.3827
C 1.5979 -0.2162 1.4540
N 2.4124 -0.1947 2.6373
C 1.3570 0.4565 -0.9697
C 0.0873 -0.2445 -1.1476
C -0.5609 -0.5345 -2.3157
H 2.7507 1.2503 0.3071
H 0.9230 -0.9414 1.4147
H 2.0268 0.1370 3.4707
H 3.3121 0.0591 2.4343
H 2.0525 -0.2345 -1.4652
H 1.3278 1.5449 -1.4642
H -0.2055 -0.6480 -0.0774
H -1.1965 -1.3541 -2.4859
H -0.3239 -0.2296 -3.3576
H -3.5286 -1.5576 2.0200
H -4.2110 -0.6378 1.3485
O -3.2462 -1.0852 1.2164
H -1.8546 1.2841 -1.9209
H -2.3940 0.9415 -0.4996
O -2.1218 1.7019 -0.9821
```

Computed properties:
Kohn-Sham gap (spin up / spin down), eV: 9.715 / 4.747
E, a.u.: -403.0770
Spin multiplicity: 2
Relative energy (zero: lowest compared OMol25 entry of this formula, charge and spin), kJ/mol: 437.8
Total charge: +1
E_LUMO (spin up / spin down), eV: -3.524 / -8.324
Largest force on an atom, eV Å⁻¹: 8.38

---

[5]
DFT (ωB97M-V with the def2-TZVPD basis set) results for 2 unconnected molecules or ions with the total composition C6H3F5O at a distorted geometry.

XYZ file:
```
15
C6H3F5O | the Open Molecules 2025 dataset | ωB97M-V with the def2-TZVPD basis set
F 1.0876 -2.0150 1.0543
F -0.5353 2.3603 0.0708
F 0.4897 -2.7842 -1.5396
F -1.1115 1.5503 -2.4400
F -0.6977 -0.9473 -3.2998
C 0.1710 0.1466 0.5619
C 0.4848 -1.1327 0.2050
C -0.3862 1.0746 -0.3189
C 0.2518 -1.5320 -1.1303
C -0.5684 0.7115 -1.6289
C -0.3486 -0.6288 -2.0125
H 0.3594 0.5417 1.5688
O 0.4811 1.2241 2.9900
H 0.8202 0.3038 2.9103
H -0.4979 1.1270 3.0089
```

Computed properties:
Kohn-Sham gap, eV: 10.123
E, a.u.: -804.9363
Relative energy (zero: lowest compared OMol25 entry of this formula, charge and spin), kJ/mol: 47.2
Structure (SMILES): Fc1cc(F)c(F)c(F)c1F.O
E_LUMO, eV: 0.348
Largest force on an atom, eV Å⁻¹: 2.27

---

[6]
DFT (ωB97M-V with the def2-TZVPD basis set) results for a molecular structure, C24H37CaF3GeI2N.

XYZ file:
```
69
C24H37CaF3GeI2N | the Open Molecules 2025 dataset | ωB97M-V with the def2-TZVPD basis set
Ca 1.8052 -1.9712 0.2595
C -0.1129 -5.3035 0.6760
C 1.2616 -5.3257 0.0156
C 1.1484 -4.8358 -1.4334
C 2.3051 -4.5033 0.7605
C 3.5739 -4.2719 0.2037
C 4.4933 -3.4403 0.8263
C 4.2015 -2.7876 2.0326
C 5.2215 -1.9142 2.7016
C 2.9645 -3.0571 2.6165
C 2.0386 -3.9091 2.0012
H -0.8256 -5.8627 0.0724
H -0.5060 -4.2802 0.7654
H -0.1118 -5.7472 1.6708
H 1.6106 -6.3620 0.0004
H 0.8217 -3.7755 -1.4763
H 0.3808 -5.3872 -1.9742
H 2.0752 -4.9163 -1.9983
H 3.8460 -4.7888 -0.7086
H 5.4759 -3.3210 0.3913
H 5.9501 -2.5383 3.2238
H 4.7690 -1.2548 3.4400
H 5.7733 -1.3156 1.9765
H 2.7229 -2.6431 3.5886
H 1.1233 -4.1510 2.5264
F -0.0019 4.1886 3.5702
C -0.7895 3.1245 3.6907
F -1.9758 3.4083 3.1371
F -0.9750 2.8610 4.9774
C -0.1927 1.9180 2.9840
C -0.9403 0.7512 2.8954
C -0.4110 -0.3164 2.2011
N 0.7941 -0.2719 1.6046
C 1.5163 0.8552 1.7263
C 1.0650 1.9706 2.4062
H -1.9158 0.6728 3.3574
H -0.9662 -1.2438 2.1202
H 2.4984 0.8649 1.2621
H 1.6814 2.8554 2.4851
I 3.8545 -0.3026 -1.5237
I 6.1916 -1.4712 -1.9794
C -4.7801 2.2699 0.7631
C -5.1089 1.8194 -0.6555
C -4.0153 2.1401 -1.6774
C -2.7145 1.3778 -1.3739
Ge -1.1202 1.7960 -2.3896
C -0.0851 3.4040 -2.1234
C -0.9000 4.5951 -2.6518
C -1.2240 4.4086 -4.1317
C -2.0726 3.1755 -4.3933
H -5.6277 2.1014 1.4254
H -4.5463 3.3364 0.7972
H -3.9339 1.7231 1.1900
H -6.0228 2.3140 -0.9869
H -5.3209 0.7468 -0.6761
H -3.8285 3.2180 -1.6710
H -4.3658 1.8737 -2.6763
H -2.8757 0.3009 -1.4519
H -2.4066 1.5951 -0.3428
H -0.3891 0.5763 -2.9801
H 0.8553 3.3077 -2.6685
H 0.1394 3.5069 -1.0589
H -0.3401 5.5167 -2.4970
H -1.8279 4.6931 -2.0808
H -0.3074 4.3629 -4.7231
H -1.7830 5.2720 -4.4950
H -1.5245 2.1827 -4.2405
H -2.2946 3.0146 -5.4508
H -3.0184 3.1702 -3.8524
```

Computed properties:
Kohn-Sham gap, eV: 7.480
E, a.u.: -4640.1123
Total charge: +3
E_LUMO, eV: -10.101
Largest force on an atom, eV Å⁻¹: 0.73